{"formula": "C21H10Cl8GeNV", "method": "ωB97M-V/def2-TZVPD", "species": ["C", "C", "Cl", "V", "C", "C", "Cl", "Cl", "C", "C", "C", "H", "H", "C", "C", "Cl", "C", "H", "C", "H", "C", "C", "C", "H", "H", "Cl", "C", "H", "C", "Cl", "Cl", "C", "H", "C", "C", "Ge", "Cl", "C", "H", "N", "C", "H"], "coordinates": [[-2.74, -0.09, 5.54], [-0.61, 2.04, 0.04], [-1.30, 0.58, -2.04], [-0.58, -0.06, 0.31], [2.42, -0.43, -0.98], [0.92, -0.43, 4.99], [1.36, -3.63, 1.54], [-1.90, 5.99, -1.76], [2.13, -0.26, 1.43], [1.64, -0.65, 0.16], [1.26, -0.32, 2.63], [1.29, -0.52, 6.00], [2.84, -0.57, 4.07], [1.78, -0.44, 3.93], [-1.17, 2.15, -1.22], [-2.25, 3.33, -3.40], [-1.41, -0.23, 5.82], [4.24, 0.36, -1.78], [3.66, 0.18, -0.88], [-2.63, 0.02, 2.14], [3.38, 0.34, 1.51], [-2.30, -0.06, 3.18], [-0.47, -0.29, 4.77], [5.12, 1.00, 0.45], [-1.06, -0.30, 6.84], [0.22, 3.17, 2.34], [4.14, 0.54, 0.36], [-3.46, -0.04, 6.35], [-1.57, 3.32, -1.82], [-0.67, 5.90, 1.10], [0.91, -3.15, -1.92], [-0.86, 4.45, 0.20], [-4.24, 0.12, 4.00], [-0.47, 3.22, 0.75], [-3.19, 0.00, 4.21], [0.67, -2.34, 0.02], [-1.50, -2.37, 0.26], [-0.92, -0.20, 3.44], [3.75, 0.69, 2.46], [-0.04, -0.23, 2.39], [-1.41, 4.49, -1.08], [2.05, -0.73, -1.95]], "mulliken_charge": [-0.606, -0.997, -0.235, -0.087, -0.747, -1.028, -0.252, -0.157, 0.814, 1.054, 0.676, 0.452, 0.604, -1.085, 1.554, -0.175, -0.844, 0.452, -0.848, 0.440, -0.927, -0.737, 1.147, 0.429, 0.429, -0.160, -0.736, 0.407, -0.793, -0.161, -0.253, -0.442, 0.438, 0.941, -0.898, 0.784, -0.244, 0.236, 0.467, 0.859, 0.841, 0.386], "relative_energy_kcal_mol": 0.0, "multiplicity": 4, "total_charge": 1, "homo_lumo_gap_ev": [7.044, 7.259], "lumo_ev": [-4.35, -4.32], "s2": 3.7650}

---

{"formula": "C12H12ClMoN2O7", "method": "ωB97M-V/def2-TZVPD", "species": ["C", "O", "C", "H", "H", "C", "H", "O", "N", "H", "H", "O", "C", "O", "C", "C", "C", "C", "C", "H", "O", "C", "H", "H", "H", "N", "H", "H", "Cl", "O", "O", "Mo", "C", "H", "C"], "coordinates": [[-1.35, 1.52, -1.86], [0.17, -3.08, 0.77], [-2.84, 3.05, -3.62], [-3.75, 3.91, -1.87], [-0.69, 1.83, 2.81], [3.22, -2.37, 3.08], [2.96, -3.40, 2.84], [2.32, -1.69, -1.46], [-0.53, 0.90, 0.35], [-1.77, 2.03, -5.17], [0.91, 1.91, 3.62], [2.36, -1.59, 1.03], [2.33, -1.44, 2.33], [0.12, -5.16, -0.42], [0.39, 1.73, 2.68], [-2.28, 2.43, -1.36], [-0.56, 0.72, -0.92], [0.74, 0.38, 2.15], [-3.02, 3.20, -2.25], [0.68, 2.48, 1.94], [0.25, -0.21, -1.43], [-1.91, 2.14, -4.11], [1.74, -0.22, 3.94], [-3.42, 3.65, -4.31], [4.26, -2.21, 2.77], [0.28, -0.03, 0.96], [-2.42, 2.54, -0.30], [3.13, -2.22, 4.16], [-0.47, -3.90, -0.35], [-1.86, -3.89, -0.22], [-0.02, -3.02, -1.50], [1.07, -1.55, -0.39], [1.58, -0.45, 2.90], [-0.45, 0.66, -3.61], [-1.17, 1.37, -3.23]], "mulliken_charge": [0.544, -0.655, -0.392, 0.404, 0.319, -1.191, 0.333, -0.564, -0.786, 0.413, 0.401, -0.686, 1.035, -0.478, -1.246, -0.417, 0.932, 0.978, -0.650, 0.376, -0.899, -0.679, 0.398, 0.404, 0.345, 0.307, 0.426, 0.366, 2.003, -0.468, -0.704, 2.001, -1.262, 0.410, -0.319], "total_charge": 1, "homo_lumo_gap_ev": 6.603, "lumo_ev": -5.55}

---

{"formula": "C17H23F5HfNO2P2", "method": "ωB97M-V/def2-TZVPD", "species": ["F", "H", "H", "F", "P", "H", "H", "H", "H", "C", "H", "C", "H", "H", "H", "N", "F", "C", "H", "C", "C", "F", "H", "H", "C", "H", "C", "Hf", "H", "H", "C", "C", "C", "C", "F", "C", "O", "P", "C", "C", "C", "H", "H", "H", "H", "O", "H", "H", "C", "H", "C"], "coordinates": [[5.70, -1.81, 2.85], [0.78, 1.34, -3.35], [-3.68, 0.22, 2.52], [2.02, -2.18, -0.24], [-1.71, -0.97, 1.73], [-0.67, -2.45, 3.35], [-0.71, 2.01, -2.65], [2.88, 0.46, -1.76], [-1.64, 2.62, 1.78], [-1.64, -1.94, 3.28], [1.66, 4.14, -0.39], [2.73, 1.53, -1.58], [-4.13, -1.37, 1.85], [-2.68, -2.80, 0.53], [-0.06, 4.01, -0.82], [-0.60, -0.78, -1.19], [4.54, 0.34, 4.06], [2.70, -1.65, 0.86], [-2.44, -2.70, 3.36], [-1.86, -2.55, -2.08], [3.94, -2.09, 1.30], [4.57, -3.14, 0.73], [-2.71, 2.69, -1.35], [1.17, 4.02, -2.10], [-1.41, -1.85, -0.98], [-2.97, 2.43, 0.95], [4.51, -1.39, 2.39], [0.30, 0.02, 0.55], [-3.74, -0.04, 0.74], [-2.73, 3.43, -2.65], [-1.70, -2.31, 0.43], [3.93, -0.28, 3.03], [0.07, 1.27, -2.50], [0.95, 3.68, -1.08], [2.03, 1.25, 3.07], [-1.59, -2.02, -3.34], [-3.19, 2.71, -2.18], [1.03, 1.87, -0.99], [-0.94, -0.79, -3.50], [2.69, 0.15, 2.57], [-3.48, -0.49, 1.71], [-1.92, -2.55, -4.22], [2.88, 2.05, -2.53], [-0.79, -0.31, -4.46], [3.50, 1.84, -0.87], [-2.13, 2.92, 1.03], [-2.37, -3.49, -1.91], [-1.71, -1.25, 4.14], [2.10, -0.59, 1.54], [-0.97, -3.07, 0.75], [-0.51, -0.11, -2.38]], "mulliken_charge": [-0.198, 0.653, 0.434, -0.299, 0.751, 0.419, 0.380, 0.401, 0.269, -1.233, 0.450, -1.355, 0.447, 0.681, 0.371, 0.357, -0.213, 0.409, 0.423, -0.848, 0.087, -0.219, 0.264, 0.466, 0.814, 0.312, 0.477, 0.329, 0.409, 0.357, -1.490, 0.285, -1.048, -1.120, -0.300, -0.493, -0.601, 0.720, -0.913, 0.245, -1.288, 0.487, 0.460, 0.578, 0.448, -0.522, 0.563, 0.427, -0.055, 0.467, 0.554], "total_charge": 3, "homo_lumo_gap_ev": 7.051, "lumo_ev": -11.69}